1.
The following is a quantum chemistry calculation of C25H72N3O13 as an isolated structure at a distorted geometry, from the OMol25 dataset.

The geometry in XYZ format:
```
113
Properties=species:S:1:pos:R:3:forces:R:3:lowdin_charge:R:1
C 0.534 0.630 0.038 1.87 4.12 -0.20 -0.240
O 1.181 -0.488 0.490 5.06 4.35 5.92 -0.360
H 0.343 0.289 -1.012 -0.69 2.43 0.34 0.095
H 1.199 1.560 -0.055 -1.59 -0.57 0.69 0.076
H -0.350 0.792 0.779 0.66 0.86 -1.78 0.131
C 4.153 -2.742 0.654 -0.84 4.01 2.55 -0.215
O 3.881 -2.084 -0.496 0.10 1.82 -2.74 -0.099
H 3.477 -2.288 1.418 0.44 -1.20 0.00 0.057
H 5.149 -2.697 1.042 1.18 0.56 0.11 0.075
H 3.972 -3.709 0.546 -1.21 -4.44 -0.57 0.037
H 3.644 -1.122 -0.399 0.26 -1.08 0.33 0.081
C 3.381 2.036 -0.799 -1.46 -1.92 -3.12 -0.108
O 3.144 0.803 -0.176 3.81 -0.20 -2.92 -0.131
H 2.439 2.730 -0.846 1.75 -1.71 -0.37 0.086
H 3.731 1.677 -1.839 -0.56 1.39 1.10 0.132
H 4.173 2.469 -0.257 -0.60 -0.95 -2.80 -0.006
H 2.444 0.859 0.386 -2.57 -0.08 2.64 -0.046
C 0.128 3.384 -2.654 -3.63 -0.07 -2.21 -0.113
O -0.266 2.695 -3.951 1.97 1.71 0.51 -0.214
H -1.049 3.931 -2.733 4.12 -0.24 1.64 0.152
H 1.151 3.941 -2.742 -2.29 -0.66 0.03 0.087
H 0.146 2.632 -1.827 0.01 0.73 -0.60 0.029
H -0.347 1.769 -3.797 -0.33 -1.21 0.71 -0.027
C 3.823 0.173 2.519 0.72 0.58 0.14 -0.084
O 2.463 0.767 2.482 4.76 1.39 2.93 -0.088
H 4.181 0.088 3.546 -0.71 -0.52 0.47 0.064
H 4.598 0.924 2.202 -0.98 -0.70 -0.67 0.057
H 4.011 -0.861 2.000 -0.80 2.54 0.94 0.078
H 2.054 0.196 1.924 -2.79 -2.96 -3.00 -0.060
C 0.753 -1.815 -1.005 -1.25 0.67 0.71 -0.136
O -0.417 -1.212 -0.433 -5.35 -4.82 -3.94 -0.262
H 1.384 -2.123 -0.217 0.78 -1.01 -0.15 0.070
H 1.272 -1.193 -1.739 0.16 0.21 0.05 0.102
H 0.302 -2.603 -1.428 -1.06 -3.45 -2.54 0.034
H -0.011 -0.666 0.265 -0.98 -2.91 1.23 -0.128
C 1.202 -2.452 3.164 1.47 0.36 1.18 -0.116
O 0.648 -1.228 3.679 0.60 -3.58 -2.76 -0.238
H 0.669 -3.323 3.460 -1.21 -0.63 0.19 0.046
H 2.189 -2.649 3.686 -0.54 0.59 -0.96 0.097
H 1.268 -2.428 2.084 0.29 0.02 -0.16 0.066
H 0.449 -0.627 2.883 1.24 -2.55 0.80 0.061
C -2.526 -4.903 -4.369 0.97 3.81 -0.17 -0.073
O -3.150 -4.393 -3.174 0.39 -3.18 -1.67 -0.167
C -2.253 -4.096 -2.198 1.96 -2.90 3.27 -0.331
C -3.013 -4.051 -0.928 -0.59 1.90 2.60 -0.200
N -2.238 -3.391 0.195 0.18 -0.66 -2.08 -0.073
C -3.158 -3.022 1.257 3.71 7.04 -4.30 -0.237
C -2.281 -2.381 2.264 -0.42 0.08 3.10 -0.161
O -3.286 -2.077 3.318 0.59 -1.44 -1.68 -0.182
C -2.757 -1.475 4.432 -3.93 -1.92 0.64 -0.138
H -2.039 -5.854 -4.501 0.13 -0.74 1.26 0.073
H -1.737 -4.075 -4.682 -1.46 -1.61 0.19 0.117
H -3.368 -4.877 -4.995 -0.72 -0.01 -1.60 0.062
H -1.856 -3.202 -2.454 1.66 3.29 -0.38 0.058
H -1.276 -4.758 -1.856 -2.19 0.63 -1.80 0.186
H -3.319 -5.110 -0.575 -0.02 1.86 -0.76 0.147
H -3.821 -3.249 -1.044 -0.15 -1.85 -0.34 0.127
H -1.735 -2.529 -0.198 -0.71 -1.29 0.85 0.096
H -3.564 -3.795 1.649 -3.37 -5.08 2.36 0.052
H -3.867 -2.135 0.892 0.61 -2.08 0.79 0.167
H -1.749 -1.488 1.851 -0.46 -0.45 0.53 0.126
H -1.533 -3.066 2.791 -0.78 0.74 -1.17 0.137
H -2.631 -0.565 4.146 1.54 6.41 -1.36 0.018
H -1.901 -1.807 4.827 3.35 -1.99 1.32 0.053
H -3.525 -1.373 5.187 -0.34 -0.57 0.42 0.099
C 4.667 3.452 1.284 4.41 3.53 7.57 -0.128
O 3.337 3.585 1.727 -0.15 2.17 1.00 -0.143
C 2.563 4.484 0.915 -0.09 1.71 -0.13 -0.189
C 1.072 4.409 1.251 1.35 -0.50 3.62 -0.189
N 1.082 4.280 2.711 1.72 1.76 2.28 -0.079
C -0.180 4.204 3.487 0.47 -1.35 -4.86 -0.196
C -0.707 2.810 3.642 3.27 -1.50 -3.56 -0.154
O 0.394 2.067 4.225 -1.00 4.47 0.17 -0.144
C 0.152 0.796 4.522 2.29 -1.85 -3.79 -0.173
H 5.405 4.288 1.028 -1.83 0.52 0.32 0.108
H 4.482 3.025 0.463 1.75 -2.26 -3.46 -0.091
H 5.454 2.981 2.094 -2.75 0.22 -1.81 0.152
H 2.562 4.038 -0.042 0.73 0.85 -1.39 0.045
H 2.903 5.650 0.891 -0.32 -2.78 0.27 0.172
H 0.492 3.666 0.827 -0.50 -2.15 -1.14 0.080
H 0.479 5.249 1.201 -0.82 2.72 -1.83 0.081
H 1.408 5.284 2.961 -0.15 -2.37 -0.10 0.142
H -0.760 4.747 2.779 -2.24 0.73 0.06 0.094
H 0.046 4.789 4.268 0.07 1.48 3.58 0.078
H -0.875 2.388 2.487 0.50 0.76 2.51 0.161
H -1.687 2.761 4.011 -1.18 -0.38 1.56 0.092
H 0.029 0.230 3.496 -1.36 3.64 2.95 0.083
H -0.666 0.677 5.064 -4.08 -0.74 2.58 0.043
H 0.980 0.280 5.022 -0.01 0.88 -0.23 0.119
C -4.535 2.532 0.160 9.47 -6.16 0.78 -0.060
O -4.405 1.693 -1.044 2.39 1.22 1.80 -0.180
C -2.995 1.367 -1.285 -0.51 0.00 -0.78 -0.189
C -3.054 0.462 -2.566 -0.65 3.82 -0.65 -0.248
N -1.691 0.319 -2.925 1.96 -4.18 -0.40 -0.106
C -1.770 -0.577 -4.193 3.18 4.69 0.80 -0.150
C -0.289 -0.900 -4.597 -2.89 0.56 0.55 -0.140
O -0.546 -1.718 -5.809 1.44 1.40 1.80 -0.194
C 0.476 -2.588 -6.155 3.33 2.57 -1.05 -0.165
H -5.273 2.997 -0.014 -11.09 5.53 -1.50 -0.042
H -3.858 3.382 0.116 1.22 -0.35 0.26 0.090
H -4.489 1.984 1.137 -0.03 0.40 -1.01 0.116
H -2.571 0.774 -0.506 -0.18 -0.83 1.11 0.075
H -2.105 2.238 -1.266 -2.94 -1.49 -0.88 0.158
H -3.373 1.188 -3.414 -0.56 -1.19 1.34 0.139
H -3.741 -0.464 -2.600 1.03 1.28 0.68 0.145
H -1.241 -0.330 -2.180 -0.67 1.28 -1.15 0.112
H -2.288 0.125 -4.907 0.43 -1.39 0.23 0.137
H -2.290 -1.380 -3.846 -1.61 -2.67 -0.10 0.055
H 0.170 -1.298 -3.643 -0.11 -0.87 -1.55 0.116
H 0.209 0.101 -4.682 0.00 -1.03 -1.12 0.116
H 0.688 -3.284 -5.422 0.06 -1.79 1.71 0.037
H 1.628 -2.080 -6.286 -3.07 -0.79 -0.01 0.147
H 0.197 -3.049 -7.071 -0.06 -0.44 -0.78 0.065
```
Forces are in eV/Å.

Summary:
- total charge = -1
- LUMO (Ha) = 0.0972
- total energy (eV) = -58152.1835
- maximum force (Eh/bohr) = 0.243
- ΔE to the lowest compared entry with this formula, charge and spin (kcal per mole) = 259.7
- E_HOMO (eV) = -5.18

---

2.
The following is a quantum chemistry calculation of a 9-piece molecular cluster, C25H72N4O11 overall at a distorted geometry, from the OMol25 dataset.

The geometry in XYZ format:
```
112
Properties=species:S:1:pos:R:3:forces:R:3:lowdin_charge:R:1
C -1.961 5.839 2.586 -0.02 0.30 -0.19 -0.104
O -1.394 4.567 2.785 0.10 -0.07 0.02 -0.172
C -2.138 3.569 2.128 0.09 0.17 0.01 -0.219
C -1.417 2.247 2.270 0.23 -0.50 -0.08 -0.399
C -0.280 2.084 1.272 0.18 0.11 0.10 -0.043
N -2.393 1.156 2.050 0.14 0.11 0.46 0.064
H -1.332 6.575 3.082 0.00 -0.08 0.12 0.087
H -2.979 5.889 2.990 0.03 0.01 -0.01 0.093
H -2.000 6.097 1.519 -0.06 -0.09 0.06 0.084
H -3.147 3.498 2.561 0.01 0.07 -0.04 0.129
H -2.238 3.840 1.065 -0.18 -0.14 0.03 0.115
H -0.969 2.205 3.274 -0.25 0.06 0.04 0.134
H 0.051 1.045 1.233 -0.11 -0.04 -0.07 0.062
H 0.597 2.671 1.550 -0.14 0.16 0.02 0.091
H -0.614 2.403 0.284 0.08 -0.16 -0.07 0.047
H -3.148 1.279 2.722 -0.11 -0.04 -0.21 0.091
H -1.957 0.265 2.297 0.10 0.12 -0.16 0.043
C -0.797 -0.324 -4.947 -0.20 0.15 0.10 -0.109
O -0.478 -1.612 -5.405 0.18 -0.11 -0.23 -0.172
C 0.617 -2.193 -4.715 -0.12 0.25 0.17 -0.196
C 1.932 -1.424 -4.803 0.39 0.19 0.17 -0.453
C 2.284 -1.080 -6.234 -0.46 -0.17 -0.14 -0.054
N 3.033 -2.200 -4.216 -0.24 -0.40 0.06 0.048
H -0.967 -0.308 -3.859 0.08 -0.01 -0.11 0.076
H -1.722 -0.016 -5.434 0.20 -0.22 -0.04 0.064
H -0.031 0.419 -5.197 0.05 -0.05 0.07 0.092
H 0.332 -2.304 -3.658 0.17 -0.22 -0.07 0.108
H 0.797 -3.176 -5.155 -0.25 -0.06 -0.01 0.131
H 1.884 -0.501 -4.215 -0.18 -0.02 -0.01 0.133
H 3.207 -0.510 -6.279 0.12 -0.07 -0.08 0.082
H 1.480 -0.516 -6.709 0.07 0.10 0.04 0.072
H 2.362 -2.011 -6.806 0.25 0.09 -0.05 0.087
H 3.251 -2.982 -4.831 0.06 0.11 -0.04 0.080
H 2.714 -2.631 -3.349 0.01 0.18 0.02 0.056
C 2.280 1.174 9.388 0.12 -0.08 0.50 -0.130
O 2.344 0.885 8.023 -0.15 0.02 -0.36 -0.186
C 1.237 0.123 7.590 0.27 -0.02 0.15 -0.242
C 1.329 -0.043 6.095 -0.31 0.13 -0.33 -0.209
N 0.150 -0.743 5.608 0.43 -0.46 0.53 -0.075
C 0.107 -0.932 4.184 -0.08 0.37 -0.30 -0.219
C -1.155 -1.680 3.800 0.38 0.08 -0.30 -0.228
O -1.248 -1.680 2.388 -0.04 0.20 0.00 -0.235
C -2.443 -2.292 1.940 0.11 -0.31 -0.04 -0.095
H 2.186 0.258 9.990 -0.05 0.07 -0.06 0.089
H 1.439 1.837 9.626 0.01 -0.02 -0.02 0.088
H 3.212 1.660 9.673 -0.04 0.07 -0.05 0.088
H 0.291 0.620 7.855 0.06 0.02 0.05 0.126
H 1.264 -0.858 8.082 -0.17 0.01 -0.03 0.129
H 2.227 -0.616 5.855 -0.04 -0.05 -0.07 0.126
H 1.432 0.946 5.619 0.11 -0.01 0.12 0.126
H -0.693 -0.325 5.977 -0.06 0.14 -0.18 0.109
H 0.985 -1.492 3.851 -0.01 -0.08 0.13 0.127
H 0.143 0.028 3.631 -0.09 -0.11 0.00 0.109
H -2.023 -1.162 4.235 -0.07 -0.20 0.05 0.125
H -1.103 -2.715 4.155 -0.19 0.07 0.21 0.131
H -2.415 -2.333 0.855 -0.02 0.10 -0.02 0.072
H -3.321 -1.720 2.261 -0.04 -0.04 0.00 0.094
H -2.507 -3.315 2.328 -0.13 0.06 0.00 0.096
C 0.570 -1.128 -1.073 -0.69 0.39 0.25 -0.102
O 1.848 -1.637 -1.325 0.22 -0.11 0.02 -0.205
C 2.670 -1.629 -0.166 -0.02 0.42 -0.01 -0.217
C 3.865 -2.499 -0.425 0.10 -0.50 0.04 -0.229
N 4.686 -1.908 -1.474 -0.11 -0.07 0.65 -0.054
C 5.615 -2.853 -2.071 -0.22 0.34 -0.39 -0.224
C 6.680 -3.306 -1.095 -0.16 0.07 -0.12 -0.238
O 7.459 -4.288 -1.743 -0.01 -0.09 -0.08 -0.191
C 8.033 -5.220 -0.859 0.24 0.47 0.13 -0.117
H 0.027 -1.044 -2.014 0.05 -0.18 0.08 0.058
H 0.570 -0.120 -0.633 0.30 -0.06 -0.04 0.080
H 0.012 -1.766 -0.375 -0.01 -0.03 -0.12 0.093
H 2.103 -1.947 0.717 -0.02 -0.18 -0.09 0.122
H 3.020 -0.601 0.016 -0.09 -0.05 0.05 0.133
H 3.529 -3.517 -0.705 -0.10 0.13 0.02 0.129
H 4.414 -2.627 0.513 0.09 0.20 -0.08 0.115
H 4.028 -1.564 -2.162 0.40 0.05 -0.37 0.067
H 6.116 -2.342 -2.895 -0.07 -0.13 -0.09 0.123
H 5.102 -3.737 -2.485 0.08 -0.04 0.08 0.117
H 6.219 -3.727 -0.194 0.08 0.02 0.03 0.106
H 7.286 -2.434 -0.822 0.06 -0.11 0.21 0.131
H 8.771 -4.740 -0.199 -0.06 -0.03 -0.01 0.088
H 8.556 -5.955 -1.464 -0.12 -0.18 0.04 0.085
H 7.261 -5.674 -0.228 0.06 -0.22 -0.07 0.085
C -4.201 0.937 -4.812 0.21 0.28 0.10 -0.160
O -4.713 2.174 -4.324 0.14 -0.07 -0.03 -0.122
H -4.221 0.157 -4.046 -0.27 -0.09 -0.10 0.070
H -4.710 0.626 -5.725 -0.06 -0.17 0.05 0.085
H -3.148 1.089 -5.051 -0.26 0.26 0.00 0.048
H -5.666 2.101 -4.229 0.01 -0.05 0.02 0.075
C -1.164 4.735 -1.922 -0.43 -0.21 -1.14 -0.115
O -2.322 5.469 -1.515 0.44 -0.05 0.16 -0.133
H -1.470 3.975 -2.654 0.09 -0.12 0.23 0.080
H -0.456 5.374 -2.455 0.14 0.10 0.37 0.083
H -0.694 4.234 -1.086 -0.08 0.23 0.28 0.063
H -2.680 5.885 -2.304 -0.10 0.05 0.05 0.097
C -2.592 0.983 -1.486 0.29 0.77 0.21 -0.150
O -2.670 -0.085 -0.577 0.16 -0.29 -0.22 -0.147
H -3.392 1.712 -1.313 -0.11 -0.10 -0.24 0.072
H -1.652 1.546 -1.381 0.01 -0.14 -0.02 0.060
H -2.618 0.634 -2.515 -0.23 -0.24 0.07 0.048
H -2.584 0.304 0.310 -0.13 0.14 0.16 0.023
C -4.063 -2.723 -1.781 0.09 -0.06 0.04 -0.163
O -4.275 -4.027 -1.235 -0.09 0.17 -0.10 -0.126
H -3.077 -2.339 -1.517 0.03 -0.02 -0.05 0.049
H -4.174 -2.711 -2.868 -0.03 -0.03 0.02 0.076
H -4.796 -2.041 -1.352 -0.04 -0.07 0.04 0.078
H -4.046 -4.675 -1.904 0.05 -0.02 0.04 0.067
C -5.127 3.967 -0.340 0.05 0.26 0.64 -0.158
O -4.676 5.278 0.000 -0.11 -0.36 -0.25 -0.143
H -6.211 3.905 -0.244 -0.01 0.24 -0.18 0.076
H -4.821 3.725 -1.359 -0.09 -0.29 0.00 0.067
H -4.727 3.252 0.391 0.12 -0.21 -0.33 0.063
H -3.796 5.320 -0.403 -0.01 0.31 0.19 0.010
```
Forces are in eV/Å.

Summary:
- LUMO (Ha) = 0.0187
- total energy (eV) = -55570.2139
- maximum force (Eh/bohr) = 0.024
- SMILES string = COC[C@H](C)N.COC[C@H](C)N.COCCNCCOC.COCCNCCOC.CO.CO.CO.CO.CO
- ΔE to the lowest compared entry with this formula, charge and spin (kcal per mole) = 107.4
- E_HOMO (eV) = -8.67